1.
24
Properties=species:S:1:pos:R:3:forces:R:3 method="wB97M-V/def2-TZVPD" e_above_lowest_kj_mol=257.5 homo_energy_ev=-13.3 e_tot_ev=-14092.42630 total_charge=+1 lumo_energy_ev=-3.981 smiles="CC[N@@+]1(c2ccccc2)CC1=O" homo_lumo_gap_ev=9.35
C 2.42622 -1.33098 -1.05868 0.575 2.543 1.379
H 0.48178 -1.59100 -1.87004 -0.149 -0.208 0.460
H 0.65465 0.30571 1.98514 -0.078 0.189 0.815
H -1.78913 -0.42601 -1.75791 0.616 1.167 1.100
H -2.71228 0.31969 -0.53322 -1.428 0.245 0.874
H 3.26790 0.48052 1.65122 -0.641 0.199 0.759
C -1.70800 0.23659 -0.82094 0.008 -4.647 -0.806
C 1.22506 -0.18457 1.23143 -3.080 -0.631 -1.314
C 2.53513 -0.05008 1.06241 4.596 -0.644 -2.506
H -1.26806 1.94613 -1.83066 0.155 -0.022 -0.226
N -1.01379 -0.78330 0.21605 0.057 1.821 0.386
H -2.70180 -0.37929 1.62255 0.871 -0.661 0.288
C -0.96000 1.43959 -0.91620 0.125 2.676 -0.388
H -1.19967 -1.14098 2.46067 0.396 -0.271 0.562
H 4.29546 -0.68880 -0.26237 -1.398 0.757 0.528
H 0.07303 1.17931 -1.00222 0.794 0.510 0.017
H -1.19996 2.18948 -0.13946 0.510 -0.611 0.004
O -2.00178 -2.95023 -0.12544 -0.201 0.397 0.528
H 2.86762 -1.54112 -1.97196 0.969 -1.010 -1.446
C -1.77744 -1.96859 0.48069 0.247 -1.503 -0.431
C 3.17858 -0.61218 -0.11095 -0.186 -1.476 0.680
C 1.06175 -1.30345 -0.99412 -1.422 0.084 1.434
C -1.80827 -1.05033 1.59468 -0.990 1.283 -1.769
C 0.48787 -0.82175 0.20202 -0.346 -0.187 -0.931

---

2.
27
Properties=species:S:1:pos:R:3:forces:R:3 method="wB97M-V/def2-TZVPD" e_above_lowest_kj_mol=914.9 homo_energy_ev=-2.9 e_tot_ev=-20235.16175 total_charge=-1 lumo_energy_ev=1.061 homo_lumo_gap_ev=3.95
H -0.40344 1.32354 -1.68462 -1.864 -0.827 -1.750
O 0.96478 0.75503 4.63154 1.193 -0.805 -7.560
C 2.74953 1.23068 1.09115 -1.932 -0.840 3.363
C -1.55551 -0.50679 -0.58704 -2.589 3.321 4.486
O 2.35828 -0.20676 -1.05205 -3.105 1.858 6.944
H 2.96594 2.23759 3.18754 -1.356 -1.965 -1.458
C -3.45935 -0.21274 -2.03208 -0.627 -0.032 -1.114
O 4.37031 -2.28222 0.41497 0.482 -0.413 0.882
C 1.93118 0.09499 0.18475 2.098 -0.569 -2.807
C -1.30255 1.04002 -2.41231 0.438 1.028 -0.306
C -0.38555 -1.52895 -0.02398 0.869 0.450 -0.079
H 0.22702 -2.06518 -0.88766 -1.270 1.536 1.766
H -3.87043 0.79484 -1.59988 0.892 -1.899 -0.597
H -0.93403 1.04343 -3.52929 -0.652 -0.210 2.280
H -0.82961 -2.41184 0.63959 0.628 2.267 -1.362
C 0.61182 -0.57682 0.91948 -0.628 0.212 2.580
H 3.62375 1.82082 0.58386 -1.901 -1.398 1.056
O -2.19165 0.25307 0.32479 3.559 -4.637 -5.057
H -2.09221 1.90019 -2.30636 1.387 -1.601 -0.059
H -3.78677 -0.26755 -3.17888 0.564 -0.052 2.547
C 1.17554 0.60924 3.31758 -0.642 0.407 2.888
C 0.23400 -0.35434 2.35944 1.835 0.078 -3.602
H -3.88788 -1.11541 -1.41656 0.744 1.807 -1.400
N -1.93715 -0.31491 -2.03813 0.051 0.981 2.482
C 2.38746 1.43740 2.53399 0.110 -0.773 -2.888
H 3.79480 -1.80419 -0.15380 -0.723 0.635 -0.797
H -0.75828 -0.89314 2.71394 2.440 1.441 -0.438

---

3.
30
Properties=species:S:1:pos:R:3:forces:R:3 method="wB97M-V/def2-TZVPD" e_above_lowest_kj_mol=0.0 homo_energy_ev=-13.4 e_tot_ev=-99295.71585 total_charge=+1 lumo_energy_ev=-6.735 homo_lumo_gap_ev=6.68
H -4.06315 -1.76399 1.23394 0.013 -0.005 -0.016
H -5.89238 1.26335 1.42609 -0.013 -0.010 -0.036
H -5.73050 -1.98858 0.70881 0.014 0.012 0.017
H -4.41252 -2.43464 -0.37522 0.010 -0.012 -0.005
H 2.85494 3.80837 -0.08936 0.004 -0.006 -0.006
N 0.18266 2.03280 0.73952 0.198 -0.216 0.076
H 2.12835 4.99448 1.99056 -0.008 0.007 -0.003
H 0.12484 4.18834 3.25691 -0.002 -0.003 0.002
Si -4.76573 0.00971 -0.32976 0.155 -0.080 0.056
Se -2.67483 0.18812 -1.51804 0.031 -0.299 -0.030
C -5.84312 0.22860 -1.82702 -0.020 -0.041 0.069
C 1.98580 3.49212 0.46911 -0.019 0.026 0.042
C -0.22695 2.60807 1.86261 0.052 0.041 -0.063
O 2.44157 1.72229 -1.88590 -0.029 0.016 -0.013
O -1.82840 0.83349 1.79349 0.366 -0.239 0.382
H -4.15421 1.29439 1.68968 0.042 -0.013 0.081
Sn -0.85745 0.31335 0.07463 -0.925 1.124 -0.916
H -6.88087 0.04380 -1.53591 -0.004 0.011 -0.008
O -1.98655 2.36480 3.42643 -0.056 -0.024 0.013
C 1.24986 2.40469 0.04435 -0.016 0.021 -0.013
C -1.43610 1.92749 2.46230 -0.022 -0.061 0.083
C -4.92358 1.35832 0.92699 -0.106 0.011 -0.126
C 1.56788 4.14186 1.63093 0.022 -0.017 -0.025
H -5.59251 -0.47503 -2.62152 -0.013 -0.010 0.003
C 0.45380 3.70508 2.34825 0.000 -0.005 -0.012
C -4.72933 -1.70684 0.37113 -0.121 0.052 0.024
O 0.61267 0.54322 -1.32213 0.428 -0.211 0.434
H -4.88858 2.34307 0.45889 0.012 0.002 0.008
H -5.78661 1.24301 -2.22293 0.011 0.004 -0.003
C 1.51611 1.52116 -1.16180 -0.005 -0.075 -0.016

---

4.
24
Properties=species:S:1:pos:R:3:forces:R:3 method="wB97M-V/def2-TZVPD" e_above_lowest_kj_mol=515.4 homo_energy_ev="-7.5 / -7.5" e_tot_ev=-14653.96954 total_charge=0 lumo_energy_ev="0.598 / 0.598" homo_lumo_gap_ev="8.12 / 8.12"
H 0.40677 0.93360 -3.12104 0.057 0.062 0.133
H -1.12538 2.13198 3.47865 -0.042 0.048 0.085
H 2.04764 -0.85505 -3.41501 0.057 -0.048 0.129
C -2.60149 -0.11584 1.37204 -0.047 0.170 0.346
C -1.20342 1.45583 2.63943 0.418 0.150 0.019
C 2.04186 0.28410 -1.83999 -0.427 0.400 0.126
C -1.50036 -0.27513 0.58976 1.469 0.739 -0.282
H 0.44209 1.69044 -1.49615 0.025 -0.115 -0.170
H 0.82575 1.86144 1.95155 0.031 0.081 -0.001
H -3.20878 0.96091 3.12664 -0.056 0.016 0.084
O 2.33264 -0.92041 -2.49514 0.080 -0.325 -0.422
H 2.71936 1.08926 -2.16650 -0.118 -0.048 0.124
H 0.88688 -2.39756 1.03636 0.082 -0.072 0.261
C -2.39564 0.78116 2.43828 -0.325 -0.214 -0.066
H 1.55535 -2.30549 -0.66858 0.295 -0.048 -0.186
H -3.54742 -0.61333 1.22252 -0.094 0.000 -0.035
O -0.37078 -0.20350 -1.67686 -0.443 0.103 -0.069
C 0.70955 -2.43582 -0.02328 -1.893 3.179 -0.444
C -0.08785 1.30737 1.79196 -0.226 0.117 0.348
C 0.59680 0.75447 -2.05742 0.516 0.093 0.132
C -0.29346 0.41008 0.79000 -1.309 -0.677 -0.639
C -0.41053 -0.48813 -0.34893 2.091 -3.428 0.699
H -0.02764 -3.14280 -0.35227 -0.164 -0.291 -0.071
H 2.20806 0.09240 -0.77604 0.021 0.109 -0.101

---

5.
25
Properties=species:S:1:pos:R:3:forces:R:3 method="wB97M-V/def2-TZVPD" e_above_lowest_kj_mol=451.5 homo_energy_ev=-8.3 e_tot_ev=-25490.75010 total_charge=0 lumo_energy_ev=0.660 homo_lumo_gap_ev=8.92
H -2.70217 -1.38047 -0.60464 -0.944 -0.218 -1.599
C 3.62825 0.60393 0.37084 1.324 -2.054 -0.973
H 3.08611 2.50160 -0.19898 0.372 1.333 -0.947
H 1.30215 -1.88287 0.92848 -0.224 -1.113 0.316
H -3.95155 0.04709 0.89140 2.448 -0.722 0.916
H -2.80992 -2.42405 0.84194 0.987 0.228 -0.546
H 3.79543 -1.36484 1.25662 -0.566 0.344 -0.780
H 4.74545 0.73048 0.21198 -1.512 0.117 0.894
H -1.20178 1.27892 -2.10715 -0.070 -1.671 0.244
C -2.36128 -1.52170 0.37227 -2.076 0.466 2.157
C 1.37669 1.26715 -0.18840 -0.453 1.558 -1.728
H 0.70991 2.06336 -0.66611 0.873 -1.099 1.009
H -1.82463 -0.50556 -2.01137 1.105 0.656 -1.334
C -0.94031 0.17504 -2.05211 -0.655 0.834 3.414
C -0.61249 -0.23939 -0.01606 1.149 3.138 -4.087
H -2.69339 -0.45131 2.32290 -0.588 0.123 -1.752
S -1.73119 1.06046 0.73178 0.715 -1.108 1.709
H -0.00619 0.05695 -2.61012 -0.428 -1.010 0.345
O -0.98702 -1.45561 0.34760 0.816 -1.930 0.674
C -2.84984 -0.29498 1.18965 -1.350 0.142 0.853
O -2.40447 1.82227 -0.29546 -0.868 1.267 -1.540
C 1.70803 -0.97064 0.60355 2.540 2.498 -0.241
C 0.85413 0.02372 0.09795 -0.010 -1.135 1.054
C 2.74486 1.51200 -0.14506 -1.184 0.260 1.189
C 3.12525 -0.65155 0.72847 -1.403 -0.903 0.754

---

6.
25
Properties=species:S:1:pos:R:3:forces:R:3 method="wB97M-V/def2-TZVPD" e_above_lowest_kj_mol=0.0 homo_energy_ev=-8.3 e_tot_ev=-80003.48647 total_charge=0 lumo_energy_ev=0.431 smiles="CC(=O)C1(C(C)=O)[Se][C@H]2C=C[C@@H]1C2" homo_lumo_gap_ev=8.71
H 0.45973 1.67768 -0.20429 0.174 -0.895 0.938
C -1.38671 -1.29231 -2.35672 0.912 -2.759 -3.585
H 2.54368 0.51066 -0.80625 -0.183 0.330 -0.635
O -0.75589 0.97041 -2.11265 -0.010 -0.309 -0.291
H 2.99582 -0.64148 0.28723 0.238 -0.583 -0.344
H -1.77295 -1.09134 -3.42569 0.741 0.002 1.764
H 0.24926 -0.36404 3.65221 -0.423 0.557 -0.570
Se -1.08971 -1.61126 0.83028 -0.819 -0.206 0.699
C -1.26811 1.13256 0.96453 0.609 1.024 2.814
H -2.19991 -1.58166 -1.75806 -1.158 -0.457 0.817
C -0.73875 -0.17328 -1.73790 1.380 1.870 2.139
C 0.04093 -0.45531 -0.29165 -1.585 0.660 -0.212
H 1.85917 0.91588 2.08281 0.390 0.012 0.084
C 2.58731 -0.56779 -0.73464 -2.172 2.166 3.627
C 0.15681 0.85238 0.50654 0.285 2.588 -0.180
O 1.09562 -2.34795 -1.04097 0.249 -0.768 -0.151
H -0.67717 -2.23054 -2.40175 -1.338 1.873 0.195
H 3.13015 -1.00700 -1.44928 2.346 -1.630 -2.453
C 0.81849 0.74802 1.89412 0.322 -0.719 -1.396
C -0.02997 0.12025 2.69622 -0.276 -0.206 0.781
H -1.56314 2.18710 1.32664 0.946 -1.644 -0.382
H -2.20324 0.09940 2.73287 -0.434 -0.729 -0.414
C 1.23558 -1.20315 -0.68002 0.839 -0.444 -0.401
C -1.39374 0.00575 2.01700 1.889 0.622 0.151
H -1.84162 0.86421 0.19523 -2.920 -0.358 -2.996

---

7.
26
Properties=species:S:1:pos:R:3:forces:R:3 method="wB97M-V/def2-TZVPD" e_above_lowest_kj_mol=287.7 homo_energy_ev="-8.0 / -7.1" e_tot_ev=-82047.69261 total_charge=0 lumo_energy_ev="0.253 / -0.104" homo_lumo_gap_ev="8.24 / 6.98"
C 1.27474 0.33781 1.96452 -0.434 -0.706 0.898
C 0.84607 0.39319 -2.16472 1.194 -1.102 0.888
O 0.50695 -1.98009 -0.10027 0.900 -0.398 -0.737
C 0.25798 1.50978 3.78679 2.546 -1.151 0.440
C -0.25493 -1.73503 0.90270 -3.658 -0.984 1.024
O -1.38029 -2.17479 1.16377 2.918 1.150 -0.669
C -0.50435 1.31989 -0.29345 2.530 -1.188 -5.796
O 0.81297 1.50569 2.48821 0.298 -0.413 -1.255
H 1.69033 -0.32859 -2.38595 -0.770 1.471 -0.144
H -0.59058 1.55444 0.66408 -0.300 1.095 3.898
H -0.39651 0.69163 3.92167 -1.124 -0.692 0.093
H -0.21594 0.10505 -3.91335 0.144 -0.894 -2.307
C -1.52708 1.44743 -1.20187 -1.458 -0.138 0.534
H 1.07611 1.39550 4.53608 -0.406 0.103 -0.370
Se 2.14121 0.33146 0.32518 0.842 1.060 -0.287
H -0.15560 2.45673 3.89164 -1.092 1.467 0.363
H -2.45114 1.84029 -0.83622 -0.612 0.211 0.190
H 1.13325 -2.91528 -1.78321 -0.342 0.518 -0.309
C -0.24131 0.49768 -2.96687 -2.345 0.589 0.970
C 0.71763 0.85254 -0.86921 -0.613 -0.499 2.539
H -2.29441 1.04910 -3.16789 -1.004 0.055 -0.506
C 0.16312 -2.77492 -1.29995 0.692 2.335 0.416
H 1.60014 -0.44879 2.66698 -0.143 0.556 -0.265
H -0.12070 -3.71501 -0.99901 -1.284 -2.095 0.703
C -1.49455 0.96977 -2.48985 3.096 0.235 -0.224
H -0.59313 -2.18548 -1.83977 0.425 -0.585 -0.085

---

8.
24
Properties=species:S:1:pos:R:3:forces:R:3 method="wB97M-V/def2-TZVPD" e_above_lowest_kj_mol=346.7 homo_energy_ev="-6.6 / -6.6" e_tot_ev=-29136.62353 total_charge=0 lumo_energy_ev="-1.073 / -1.074" smiles="[H]/P=C/P(=C)=C(/C)c1ccccc1" homo_lumo_gap_ev="5.52 / 5.52"
H -0.00424 -0.38811 -3.44947 -0.585 0.552 -0.319
H -0.50370 2.85219 0.81759 0.563 0.751 -1.878
C 0.00082 0.56536 -0.74171 1.822 -1.820 -0.789
H -1.35366 -1.16550 3.38363 0.267 0.539 -0.461
C 0.55583 -1.06119 -2.86224 1.757 -2.702 -1.039
H 1.85140 -2.89917 -1.69301 -0.641 -0.105 2.290
C -0.99755 2.05326 2.49573 -0.394 -0.209 0.648
H 1.98336 -4.43085 0.86663 -0.260 0.999 -0.357
H -0.86464 -1.46012 1.00400 0.305 1.109 0.466
H 1.13974 -1.82401 -3.46266 -0.748 0.975 0.892
C -0.42377 0.62625 0.57333 -1.476 1.873 2.733
C -1.09973 -0.26409 2.79442 -0.504 -1.736 -0.749
C 1.42689 -2.58779 -0.65381 -0.001 1.374 -1.558
C -1.27375 0.96904 3.33077 0.241 1.632 1.021
H -1.57676 1.19030 4.36889 0.195 -0.567 -0.598
H 0.52184 1.34735 -2.67436 -0.707 0.685 0.747
C -0.02814 1.68366 -1.76021 -0.984 1.235 -0.822
H 0.26038 2.76914 -1.54465 0.662 -1.680 0.667
C -0.76181 -0.42028 1.43109 -0.212 -1.874 0.000
H -1.03771 3.07917 2.87312 -0.187 -0.377 -0.044
P 1.34883 -3.09289 0.92886 0.395 -0.943 -0.205
H -1.10559 1.96226 -1.98856 0.824 -1.013 -0.344
C -0.64943 1.87967 1.18210 0.195 0.262 1.205
P 0.66006 -0.96728 -1.22173 -0.528 1.042 -1.506